{
  "formula": "C36H55Cl5FN7O7P2Ti",
  "method": "the ωB97M-V functional and the def2-TZVPD basis",
  "lumo_energy_ev": -1.144,
  "homo_lumo_gap_ev": 2.8,
  "species": ["Ti", "C", "C", "N", "C", "C", "C", "O", "O", "C", "O", "C", "C", "C", "F", "C", "C", "C", "N", "C", "C", "N", "C", "C", "H", "H", "H", "H", "H", "H", "H", "H", "H", "H", "H", "H", "H", "H", "H", "H", "H", "H", "C", "N", "C", "P", "O", "O", "P", "O", "N", "C", "C", "N", "C", "C", "N", "C", "C", "H", "H", "H", "H", "H", "H", "H", "H", "H", "H", "H", "H", "H", "H", "H", "H", "H", "H", "H", "H", "H", "H", "H", "H", "C", "O", "H", "H", "H", "C", "C", "C", "C", "C", "H", "H", "H", "H", "H", "H", "H", "H", "H", "H", "Cl", "C", "C", "C", "Cl", "C", "Cl", "C", "Cl", "C", "Cl"],
  "coordinates": [[0.083424, 0.365120, 0.342178], [-6.304102, -2.060315, 3.870809], [-5.853017, -0.616672, 3.668791], [-4.799245, -0.475352, 2.690899], [-3.493773, -0.550585, 3.121731], [-2.452601, -0.312407, 2.302167], [-1.103824, -0.372011, 2.902887], [-0.857494, -0.833574, 3.992937], [-0.142487, 0.163904, 2.137563], [-2.731227, 0.006589, 0.916270], [-1.699443, 0.223515, 0.051416], [-4.007724, -0.044377, 0.420346], [-4.329892, 0.113598, -0.970506], [-5.638997, 0.011709, -1.381922], [-5.914665, 0.215068, -2.701987], [-6.693832, -0.303762, -0.557138], [-6.378504, -0.514617, 0.836142], [-5.112397, -0.350846, 1.316378], [-8.035985, -0.313454, -1.018548], [-9.002841, 0.608344, -0.514684], [-10.012268, -0.103488, 0.379140], [-10.609575, -1.232285, -0.433341], [-9.567221, -2.199995, -0.953005], [-8.574485, -1.392552, -1.784879], [-7.102259, -2.121176, 4.614779], [-5.470359, -2.674015, 4.215863], [-6.664238, -2.491037, 2.935028], [-5.492529, -0.201218, 4.610868], [-6.692419, 0.011958, 3.353529], [-3.337813, -0.790203, 4.164656], [-3.555713, 0.357511, -1.681306], [-7.178124, -0.812662, 1.504827], [-9.558757, 1.109012, -1.330417], [-8.503353, 1.384014, 0.062539], [-10.839514, 0.524864, 0.708517], [-9.522998, -0.568939, 1.232735], [-11.085379, -0.819445, -1.239408], [-11.314688, -1.726766, 0.106988], [-10.104400, -2.970338, -1.507610], [-9.079723, -2.629609, -0.079094], [-9.086854, -1.030276, -2.693649], [-7.766039, -2.043695, -2.107621], [1.326510, -5.115521, -1.861273], [1.004256, -4.223467, -0.760490], [1.264885, -4.800683, 0.558397], [-0.187405, -3.084879, -0.810422], [-0.032435, -2.065607, 0.237868], [0.009802, -2.537219, -2.319902], [0.363890, -1.056127, -2.866232], [0.156310, -0.063870, -1.790166], [-0.628808, -0.728245, -4.115042], [-1.808896, 0.113291, -3.927232], [-0.691098, -1.607354, -5.270550], [1.837246, -1.283709, -3.520402], [2.346769, -0.432828, -4.591018], [2.878312, -2.052642, -2.838372], [-1.672374, -3.780418, -0.793614], [-2.766738, -3.223814, -0.000613], [-2.107309, -4.574963, -1.929075], [0.759765, -6.053533, -1.810376], [2.389524, -5.364566, -1.818017], [1.131035, -4.634115, -2.817353], [0.665686, -5.703128, 0.725603], [1.049106, -4.067131, 1.332451], [2.322871, -5.059395, 0.628975], [-1.705490, 0.697717, -3.016813], [-2.715245, -0.495432, -3.853855], [-1.907407, 0.789397, -4.779061], [0.211852, -2.212316, -5.338301], [-0.778235, -1.015022, -6.184221], [-1.556321, -2.275731, -5.209107], [2.710550, -1.054559, -5.414565], [3.165811, 0.187913, -4.222560], [1.562227, 0.222315, -4.963370], [3.239519, -2.852856, -3.490697], [2.512839, -2.488700, -1.912163], [3.715767, -1.399585, -2.589147], [-2.368982, -2.616336, 0.805507], [-3.345265, -4.047738, 0.425425], [-3.424628, -2.597160, -0.612120], [-1.257072, -4.977700, -2.478736], [-2.709325, -3.974871, -2.621826], [-2.713025, -5.415674, -1.583176], [1.778057, 2.694185, 2.141343], [1.490792, 2.870921, 0.771359], [1.527364, 3.589297, 2.722200], [2.851797, 2.519720, 2.225307], [1.250105, 1.841149, 2.573392], [-2.101995, 3.342752, -0.232497], [-0.933770, 3.458171, 0.750400], [-1.461827, 3.200869, 2.164095], [-0.399716, 4.895944, 0.670538], [0.191795, 2.492245, 0.314988], [-2.561030, 2.355832, -0.216883], [-1.770244, 3.554693, -1.253983], [-2.871543, 4.076230, 0.024835], [-2.285090, 3.889767, 2.379003], [-0.695495, 3.354988, 2.924738], [-1.846633, 2.187134, 2.268914], [-1.201180, 5.602143, 0.907143], [-0.033441, 5.119126, -0.334880], [0.421832, 5.066568, 1.365597], [0.273239, 2.613279, -0.774977], [2.201917, -1.778812, 2.257736], [3.043380, -0.984241, 0.952861], [2.382979, -0.045022, 0.152559], [3.212054, 0.564042, -0.795644], [2.592780, 1.792229, -1.879088], [4.561094, 0.259370, -0.971747], [5.512531, 1.032834, -2.192347], [5.148804, -0.719366, -0.179074], [6.801025, -1.155436, -0.410107], [4.382884, -1.344972, 0.796097], [5.111995, -2.560909, 1.783392]],
  "forces_ev_per_a": [[0.2190, 0.1238, -0.5638], [-0.0302, -0.0285, -0.0031], [-0.0109, 0.0098, -0.0652], [-0.0942, 0.0577, -0.0070], [0.0584, 0.0057, -0.0284], [-0.2368, -0.1031, 0.1651], [0.1816, 0.0191, -0.1073], [-0.0538, 0.0167, 0.0720], [-0.1520, -0.1568, 0.1771], [0.1980, 0.1180, -0.2016], [-0.2585, -0.0767, 0.1353], [-0.1456, -0.1168, 0.1385], [0.0124, -0.0034, 0.0067], [-0.0147, 0.0622, 0.0326], [-0.0059, 0.0209, -0.0960], [-0.0324, -0.0995, 0.1113], [0.0125, -0.0159, -0.0341], [0.0894, -0.0337, -0.0240], [0.0504, 0.0903, -0.1436], [-0.0149, 0.0348, -0.0097], [-0.0367, -0.0937, -0.0278], [0.0575, 0.0253, -0.0224], [-0.0581, 0.0422, 0.0554], [-0.0118, -0.0479, 0.0578], [0.0146, 0.0134, -0.0161], [-0.0001, 0.0257, 0.0068], [0.0123, -0.0042, 0.0049], [0.0272, -0.0361, 0.0348], [0.0216, -0.0119, 0.0336], [0.0110, 0.0152, -0.0030], [-0.0052, -0.0118, 0.0299], [-0.0164, 0.0084, -0.0202], [-0.0038, -0.0150, -0.0032], [0.0207, -0.0111, 0.0013], [0.0129, 0.0272, -0.0085], [0.0057, 0.0316, 0.0224], [-0.0190, 0.0108, -0.0263], [-0.0174, -0.0320, 0.0488], [0.0292, -0.0032, -0.0259], [0.0081, -0.0164, -0.0106], [-0.0220, 0.0085, 0.0199], [0.0011, -0.0018, 0.0038], [0.0201, 0.0201, -0.0120], [0.0014, -0.0300, -0.0199], [-0.0130, 0.0027, 0.0039], [0.1112, 0.0562, 0.0979], [-0.0661, -0.0215, -0.0066], [0.0340, 0.0180, -0.0943], [-0.0666, 0.0228, 0.0635], [0.0739, 0.2059, 0.2937], [-0.0696, -0.0453, -0.0388], [0.0161, -0.0007, 0.0015], [0.0273, -0.0168, -0.0077], [0.0692, -0.0620, -0.0155], [-0.0172, 0.0499, 0.0034], [0.0068, -0.0162, -0.0649], [-0.0412, -0.0220, -0.0278], [0.0055, 0.0354, -0.0308], [0.0282, -0.0450, -0.0116], [0.0024, 0.0079, 0.0082], [-0.0048, 0.0057, 0.0075], [0.0036, 0.0088, 0.0067], [0.0019, 0.0003, -0.0034], [-0.0040, -0.0434, -0.0361], [-0.0036, 0.0025, -0.0022], [0.0114, 0.0027, -0.0067], [0.0016, 0.0085, 0.0066], [-0.0081, -0.0011, -0.0017], [-0.0083, 0.0095, 0.0091], [-0.0067, 0.0071, 0.0023], [0.0021, 0.0002, -0.0002], [0.0072, 0.0033, 0.0144], [-0.0115, -0.0054, -0.0095], [0.0122, -0.0188, -0.0007], [-0.0102, -0.0067, -0.0046], [-0.0386, -0.0186, 0.0393], [-0.0407, -0.0663, -0.0530], [0.0051, 0.0184, 0.0344], [-0.0062, 0.0127, -0.0133], [-0.0030, 0.0204, 0.0142], [-0.0258, 0.0178, 0.0196], [0.0011, -0.0118, 0.0032], [-0.0058, 0.0088, 0.0040], [0.0362, -0.0296, 0.1238], [0.0404, -0.0163, -0.0032], [0.0035, 0.0140, -0.0045], [0.0245, 0.0159, 0.0025], [0.0626, 0.0754, -0.0092], [-0.0401, -0.0027, -0.0356], [0.0351, 0.0365, 0.0222], [-0.0381, 0.0092, 0.0527], [-0.0233, 0.0173, -0.0105], [-0.0623, -0.1403, -0.0903], [0.0166, 0.0134, 0.0170], [0.0017, -0.0111, 0.0068], [0.0066, -0.0025, -0.0051], [0.0214, 0.0116, 0.0046], [-0.0098, -0.0243, -0.0191], [-0.0137, 0.0264, -0.0286], [0.0078, -0.0066, -0.0032], [0.0018, -0.0133, 0.0101], [0.0008, -0.0170, 0.0081], [0.0128, -0.0031, -0.0669], [0.0112, 0.1454, 0.0385], [-0.0795, -0.0585, 0.0042], [0.1326, 0.0120, 0.0005], [-0.0651, 0.0517, 0.0209], [-0.1167, -0.0466, 0.0686], [0.0865, -0.0035, 0.0728], [0.0375, -0.0150, -0.0052], [0.0197, 0.0193, -0.0153], [0.0169, -0.0039, -0.0013], [0.0559, -0.0042, -0.0352], [0.0220, -0.0113, -0.0032]]
}